(1)
Below is C26H47I2N2O as an isolated structure in a non-equilibrium geometry, with properties calculated with wB97M-V/def2-TZVPD.

Summary:
HOMO-LUMO gap ... 8.051 eV
Electronic energy ... -1798.7497 Ha
LUMO level ... -3.5 eV

ORCA input file:
```
! wB97M-V def2-TZVPD RIJCOSX def2/J DEFGRID3
* xyz 1 1
C 3.729 3.056 -0.051
C 2.937 4.293 0.351
C 1.720 3.960 1.243
C 0.444 4.713 0.873
C -0.313 4.243 -0.403
C 0.240 3.009 -1.102
C -0.693 2.584 -2.264
C -1.670 1.493 -1.827
C -1.002 0.201 -1.469
N 0.020 -0.171 -2.146
C 0.652 -1.429 -1.738
C 0.548 -2.499 -2.806
C 1.151 -3.850 -2.372
C 2.453 -4.203 -3.106
C 2.654 -5.721 -3.208
C 3.742 -6.098 -4.210
C -0.044 -1.661 -0.379
C -1.329 -0.779 -0.331
C -1.212 0.076 0.973
C -1.779 -0.653 2.182
N -1.447 0.093 3.413
C -2.667 0.593 4.081
C -2.398 1.201 5.463
C -0.707 -0.751 4.329
C 0.741 -0.417 4.522
O -1.238 -1.679 4.917
C -2.656 -1.540 -0.508
I -2.538 -3.624 -0.896
C -3.873 -0.965 -0.413
C -4.131 0.492 -0.131
I -5.684 -2.022 -0.609
H 4.636 3.323 -0.587
H 3.985 2.480 0.836
H 3.150 2.399 -0.700
H 3.589 4.984 0.878
H 2.582 4.817 -0.538
H 1.974 4.270 2.256
H 1.571 2.882 1.294
H 0.707 5.761 0.745
H -0.230 4.669 1.726
H -0.325 5.066 -1.114
H -1.350 4.064 -0.117
H 1.205 3.254 -1.535
H 0.349 2.189 -0.396
H -0.079 2.287 -3.115
H -1.264 3.443 -2.604
H -2.382 1.278 -2.625
H -2.201 1.871 -0.961
H 0.425 0.311 -2.936
H 1.705 -1.245 -1.531
H -0.479 -2.607 -3.150
H 1.110 -2.143 -3.673
H 0.427 -4.626 -2.598
H 1.369 -3.824 -1.307
H 2.445 -3.809 -4.122
H 3.316 -3.804 -2.574
H 2.910 -6.116 -2.225
H 1.711 -6.188 -3.494
H 3.576 -5.561 -5.140
H 4.716 -5.811 -3.819
H 3.756 -7.167 -4.387
H 0.675 -1.419 0.396
H -0.196 -2.724 -0.280
H -0.164 0.272 1.187
H -1.671 1.056 0.874
H -1.377 -1.664 2.249
H -2.862 -0.721 2.103
H -3.408 -0.199 4.192
H -3.066 1.378 3.441
H -3.068 2.042 5.613
H -2.635 0.475 6.234
H -1.373 1.539 5.581
H 0.832 0.543 5.024
H 1.210 -1.177 5.137
H 1.269 -0.372 3.571
H -3.511 0.891 0.664
H -5.160 0.610 0.192
H -4.051 1.078 -1.042
*
```

(2)
Below is C26H48AlCl2F4N6O8Si2 as an isolated structure in a non-equilibrium geometry, with properties calculated with wB97M-V/def2-TZVPD.

Summary:
HOMO-LUMO gap ... 1.202 eV
Electronic energy ... -4090.7457 Ha
LUMO level ... -8.8 eV

ORCA input file:
```
! wB97M-V def2-TZVPD RIJCOSX def2/J DEFGRID3
* xyz 1 1
N 7.688 -0.307 -1.485
C 8.633 0.747 -1.863
N 9.238 0.424 -3.140
N 9.722 0.683 -0.897
C 7.988 2.193 -1.922
N 6.526 2.191 -1.796
C 5.902 1.968 -0.630
C 4.533 1.991 -0.523
C 3.752 2.270 -1.644
C 2.285 2.343 -1.592
C 1.489 1.260 -1.143
C 0.135 1.369 -1.157
N -0.479 2.518 -1.559
N -1.867 2.703 -1.578
C -2.430 2.518 -2.897
O -2.154 1.677 -3.663
F -3.338 3.425 -3.154
C -2.538 1.976 -0.544
O -2.905 2.395 0.480
F -2.758 0.694 -0.867
C 0.256 3.545 -1.982
C 1.642 3.480 -2.026
C 4.414 2.487 -2.852
C 5.787 2.446 -2.893
H 6.833 -0.272 -2.048
H 7.474 -0.187 -0.499
H 9.763 -0.434 -3.020
H 8.528 0.285 -3.850
H 9.430 1.045 0.002
H 10.520 1.208 -1.236
H 8.278 2.635 -2.875
H 8.446 2.825 -1.162
H 6.515 1.775 0.240
H 4.075 1.789 0.437
H 1.981 0.357 -0.805
H -0.450 0.514 -0.843
H -0.218 4.458 -2.350
H 2.172 4.340 -2.409
H 3.872 2.717 -3.764
H 6.313 2.626 -3.820
O -3.398 -3.289 3.155
Si -3.378 -3.342 4.791
C -4.979 -2.662 5.472
C -1.929 -2.266 5.436
C -3.139 -5.055 5.478
Si -3.563 -2.099 1.999
C -3.469 -2.740 0.254
C -2.196 -0.834 2.224
C -5.217 -1.251 2.206
H -5.077 -1.596 5.263
H -5.016 -2.794 6.555
H -5.827 -3.181 5.022
H -1.004 -2.577 4.943
H -1.816 -2.380 6.516
H -2.124 -1.208 5.211
H -2.194 -5.494 5.153
H -3.959 -5.710 5.175
H -3.127 -5.008 6.569
H -2.508 -3.217 0.050
H -3.582 -1.906 -0.440
H -4.267 -3.456 0.048
H -2.304 -0.285 3.160
H -2.219 -0.111 1.410
H -1.217 -1.320 2.228
H -5.264 -0.695 3.143
H -6.030 -1.980 2.196
H -5.383 -0.543 1.391
F -0.258 -0.376 5.844
C -5.467 -8.070 6.957
O -5.046 -9.068 6.313
O -6.232 -7.233 6.204
O -5.266 -7.785 8.167
H -6.141 -7.782 5.404
C 5.280 -1.405 -4.171
O 5.372 -1.067 -2.896
H 5.899 -0.831 -4.888
H 5.541 -2.468 -4.400
H 4.251 -1.345 -4.608
Cl -0.009 6.251 -3.169
C -0.819 7.827 -2.925
C -0.092 8.690 -1.926
Cl -0.201 8.031 -0.270
H -1.845 7.639 -2.614
H -0.841 8.321 -3.895
H -0.536 9.685 -1.901
H 0.960 8.791 -2.179
C -5.266 -1.331 -3.363
C -5.899 -2.708 -3.277
O -6.773 -2.786 -2.153
H -4.710 -1.114 -2.449
H -4.586 -1.263 -4.214
H -6.031 -0.558 -3.466
H -5.136 -3.474 -3.153
H -6.466 -2.931 -4.187
H -7.455 -2.117 -2.265
Al -4.225 -9.464 8.310
F 1.130 4.259 -4.110
*
```

(3)
Below is C26H48AlOP2 as an isolated structure in a non-equilibrium geometry, with properties calculated with wB97M-V/def2-TZVPD.

Summary:
HOMO-LUMO gap (spin up / spin down) ... 3.989 / 4.018 eV
Electronic energy ... -2019.4143 Ha
ΔE to the lowest compared entry with this formula, charge and spin ... 7.2 kcal per mole
LUMO level (spin up / spin down) ... -4.1 / -4.1 eV

ORCA input file:
```
! wB97M-V def2-TZVPD RIJCOSX def2/J DEFGRID3
* xyz 1 1
Al -0.077 -0.947 -1.180
C -2.670 1.964 0.331
C -3.428 1.182 -0.589
C -2.766 -0.196 1.125
C -2.255 1.100 1.390
C -3.467 -0.155 -0.114
C -2.377 3.410 0.224
H -2.338 3.720 -0.830
H -1.411 3.651 0.687
H -3.141 4.032 0.716
C -1.400 1.457 2.532
H -1.504 2.514 2.806
H -0.336 1.273 2.311
H -1.655 0.848 3.411
C -2.527 -1.393 1.951
H -3.334 -2.128 1.838
H -2.441 -1.140 3.017
H -1.590 -1.895 1.658
C -4.074 -1.315 -0.800
H -4.960 -1.001 -1.365
H -4.381 -2.073 -0.069
H -3.367 -1.790 -1.502
C -4.072 1.676 -1.828
H -5.010 2.201 -1.609
H -4.316 0.847 -2.501
H -3.425 2.382 -2.365
C 1.563 0.195 -1.463
C 0.351 0.970 -1.549
C -0.272 1.362 -2.874
C -1.065 0.223 -3.589
C -0.915 -1.170 -2.986
C 0.380 -1.814 -2.951
C 1.569 -1.163 -3.628
C 2.346 -0.187 -2.699
H 0.478 1.779 -3.568
H -0.789 0.218 -4.655
H -0.980 2.185 -2.665
H 2.644 0.707 -3.272
H 2.176 0.353 -0.579
H 0.189 1.685 -0.740
H 3.282 -0.675 -2.380
H 2.264 -1.949 -3.961
H 0.436 -2.902 -2.918
H 1.260 -0.628 -4.537
H -2.137 0.488 -3.571
H -1.813 -1.789 -3.045
P 2.072 3.022 0.982
C 2.196 3.368 2.787
H 3.014 4.082 2.924
H 2.408 2.439 3.325
H 1.250 3.802 3.128
C 3.838 2.592 0.698
H 4.441 3.392 1.147
H 4.044 2.526 -0.378
H 4.069 1.635 1.181
C 2.159 4.767 0.430
H 2.165 4.812 -0.667
H 3.084 5.199 0.832
H 1.289 5.313 0.818
P 1.510 -3.664 1.314
C -0.080 -3.755 0.476
H 0.025 -4.315 -0.465
H -0.466 -2.737 0.212
H -0.825 -4.256 1.111
C 2.809 -3.618 0.077
H 2.508 -3.005 -0.790
H 3.034 -4.640 -0.262
H 3.707 -3.165 0.524
C 1.681 -4.900 2.581
H 2.048 -5.825 2.119
H 0.716 -5.094 3.068
H 2.415 -4.565 3.323
C 0.834 -1.700 3.377
C 1.447 -1.945 2.027
O 1.905 -1.020 1.313
H 0.552 -2.626 3.896
H -0.057 -1.055 3.257
H 1.562 -1.168 4.016
*
```

(4)
Below is C26H48BeCaCl2F11KN3O14P2S2 as an isolated structure in a non-equilibrium geometry, with properties calculated with wB97M-V/def2-TZVPD.

Summary:
HOMO-LUMO gap ... 1.075 eV
Electronic energy ... -7026.4311 Ha
LUMO level ... -3.3 eV

ORCA input file:
```
! wB97M-V def2-TZVPD RIJCOSX def2/J DEFGRID3
* xyz -1 1
C 0.027 -3.641 -3.144
C -1.286 -2.649 -3.267
O -0.930 -1.668 -4.257
C -1.695 -0.459 -4.085
C -1.252 0.439 -2.817
O 0.150 0.917 -2.915
N 0.195 2.009 -2.118
C -0.124 3.335 -2.618
C -0.502 3.577 -4.145
C 0.798 3.795 -5.097
C 1.709 2.474 -5.222
C 2.872 2.382 -4.117
C 4.209 1.670 -4.707
O 5.290 2.028 -3.814
C 5.791 0.878 -3.072
N -0.030 4.281 -1.552
C 0.366 3.532 -0.371
P 0.542 4.545 1.208
C -0.869 4.266 2.425
C 2.242 4.374 2.013
C 0.553 2.039 -0.698
C 1.022 0.912 0.335
C 2.575 1.268 0.720
C 1.085 -0.576 -0.292
C 1.831 -1.647 0.667
H -0.336 -4.725 -2.922
H 0.541 -3.594 -4.162
H 0.739 -3.202 -2.338
H -2.243 -3.235 -3.530
H -1.452 -2.226 -2.218
H -1.703 0.207 -5.025
H -2.804 -0.743 -3.905
H -1.439 -0.150 -1.852
H -1.999 1.320 -2.788
H -1.149 2.734 -4.596
H -1.132 4.536 -4.287
H 1.420 4.706 -4.762
H 0.446 4.045 -6.164
H 1.018 1.553 -5.200
H 2.223 2.462 -6.246
H 3.088 3.440 -3.732
H 2.538 1.739 -3.222
H 3.980 0.551 -4.721
H 4.358 2.045 -5.786
H 5.705 -0.112 -3.639
H 6.909 1.050 -2.858
H 5.286 0.828 -2.040
H -0.185 5.296 -1.585
H -0.729 5.021 3.289
H -0.954 3.205 2.829
H -1.835 4.587 1.896
H 3.010 4.780 1.277
H 2.245 5.102 2.912
H 2.482 3.348 2.443
H 0.356 0.827 1.269
H 3.319 0.583 0.173
H 2.782 2.324 0.334
H 2.686 1.178 1.861
H 1.689 -0.558 -1.277
H 0.065 -1.016 -0.547
H 2.985 -1.599 0.421
H 1.484 -2.714 0.309
H 1.658 -1.459 1.799
O 6.304 0.927 0.120
H 7.000 0.882 -0.549
H 6.403 1.809 0.500
F 6.878 2.013 -4.734
F 8.674 1.168 -4.769
Ca 3.542 -3.099 1.327
C 8.073 -2.350 -2.265
Cl 8.534 -1.019 -3.334
Cl 6.598 -3.146 -2.833
H 8.881 -3.080 -2.239
H 7.899 -1.957 -1.264
C -4.666 -3.313 -1.187
C -3.925 -2.517 -0.125
O -4.624 -2.391 1.082
C -4.592 -3.527 1.999
O -3.352 -3.922 2.223
C -5.556 -4.694 1.571
F -6.704 -4.203 1.027
F -5.946 -5.426 2.631
F -5.044 -5.562 0.667
H -5.730 -3.071 -1.192
H -4.248 -3.106 -2.180
H -4.564 -4.385 -1.019
H -3.817 -1.492 -0.507
H -2.910 -2.891 0.027
H -5.136 -3.103 2.861
O -7.145 -6.852 5.991
P -7.805 -7.444 4.742
O -6.774 -8.273 3.968
O -8.328 -6.306 3.859
O -8.977 -8.344 5.149
K 0.206 -4.512 -0.804
Be 2.523 -2.417 4.472
C -1.691 0.653 4.840
F -0.596 0.502 4.052
F -2.672 1.137 4.046
F -2.080 -0.587 5.195
S -1.382 1.723 6.290
O -0.999 3.005 5.716
O -0.326 1.045 7.020
N -2.834 1.635 6.909
S -2.989 2.469 8.251
O -2.962 3.915 8.116
O -2.292 1.951 9.414
C -4.745 2.072 8.557
F -4.954 0.745 8.688
F -5.545 2.476 7.544
F -5.224 2.649 9.677
*
```